*1*
{
  "formula": "C2H3NO3",
  "method": "ωB97M-V/def2-TZVPD",
  "symbols": ["C", "C", "N", "O", "O", "O", "H", "H", "H"],
  "positions_angstrom": [[0.696, -0.663, -0.822], [-1.005, 0.174, -0.237], [0.210, -0.199, 0.482], [1.790, -1.024, -1.161], [-0.562, -0.542, -1.370], [0.795, 0.730, 1.261], [-1.866, -0.033, 0.359], [-1.266, 1.195, -0.530], [1.207, 0.361, 2.019]],
  "gap_ev": 10.7,
  "e_homo_ev": -9.976,
  "multiplicity": 1
}


*2*
{
  "formula": "C2H3NO3",
  "method": "ωB97M-V/def2-TZVPD",
  "symbols": ["C", "C", "N", "O", "O", "O", "H", "H", "H"],
  "positions_angstrom": [[-1.114, -0.890, 1.845], [-0.419, 0.241, 1.488], [0.202, 0.391, -1.106], [-2.303, -1.051, 2.028], [0.363, 1.061, 1.213], [-0.423, -0.545, -0.557], [-0.517, -1.716, 1.918], [1.189, 0.509, -0.899], [-0.186, 1.297, -1.476]],
  "gap_ev": [8.1, 8.8],
  "e_homo_ev": [-8.147, -9.064],
  "multiplicity": 1
}


*3*
{
  "formula": "C2H3NO3",
  "method": "ωB97M-V/def2-TZVPD",
  "symbols": ["O", "C", "N", "C", "O", "O", "H", "H", "H"],
  "positions_angstrom": [[1.951, -0.341, -0.494], [0.833, -0.608, 0.084], [0.119, -1.106, 1.022], [-0.543, -0.243, 0.025], [-1.172, 0.814, 0.655], [-1.217, -0.916, -1.031], [2.754, -0.679, -0.128], [-1.675, 1.410, 0.113], [-2.216, -0.852, -0.968]],
  "gap_ev": 9.9,
  "e_homo_ev": -9.426,
  "multiplicity": 1
}


*4*
{
  "formula": "C2H3NO3",
  "method": "ωB97M-V/def2-TZVPD",
  "symbols": ["O", "C", "N", "C", "O", "O", "H", "H", "H"],
  "positions_angstrom": [[-0.156, 0.083, 1.729], [-0.676, 0.687, 0.822], [-0.535, 0.181, -0.493], [0.793, -0.289, -0.737], [1.488, 0.140, -1.595], [0.963, -1.581, -0.192], [-1.132, 1.693, 0.939], [-1.277, 0.388, -1.140], [0.532, -1.303, 0.668]],
  "gap_ev": 11.2,
  "e_homo_ev": -10.877,
  "multiplicity": 1
}


The calculated energies rank the structures as follows, beginning with the most stable: *4*, *3*, *1*, *2*.


*1*
{
  "formula": "C2H3NO3",
  "method": "ωB97M-V/def2-TZVPD",
  "symbols": ["O", "C", "N", "O", "C", "O", "H", "H", "H"],
  "positions_angstrom": [[0.469, 1.834, 0.074], [1.059, 0.787, -0.004], [0.337, -0.364, -0.137], [0.987, -1.565, -0.088], [-1.089, -0.566, 0.114], [-1.959, 0.249, -0.080], [2.160, 0.624, -0.022], [1.002, -1.934, 0.739], [-1.314, -1.611, 0.327]],
  "gap_ev": 10.7,
  "e_homo_ev": -10.359,
  "multiplicity": 1
}


*2*
{
  "formula": "C2H3NO3",
  "method": "ωB97M-V/def2-TZVPD",
  "symbols": ["N", "C", "C", "O", "O", "O", "H", "H", "H"],
  "positions_angstrom": [[-0.459, -0.448, 0.882], [-0.007, -0.165, -0.881], [0.664, 0.112, 1.158], [-0.737, 0.912, -1.230], [0.262, -1.112, -1.541], [1.265, 0.493, 0.091], [-0.986, 0.785, -2.157], [-1.111, -0.850, 1.541], [1.110, 0.273, 2.137]],
  "gap_ev": 11.3,
  "e_homo_ev": -10.540,
  "multiplicity": 1
}


*3*
{
  "formula": "C2H3NO3",
  "method": "ωB97M-V/def2-TZVPD",
  "symbols": ["O", "C", "C", "O", "N", "O", "H", "H", "H"],
  "positions_angstrom": [[-2.556, 0.394, 0.304], [-1.632, -0.430, -0.063], [-0.241, 0.273, -0.304], [-0.138, 1.550, -0.155], [1.015, -0.418, -0.022], [2.116, 0.202, 0.260], [-1.632, -1.562, -0.094], [1.091, -1.236, -0.327], [1.979, 1.227, 0.402]],
  "gap_ev": 8.5,
  "e_homo_ev": -9.401,
  "multiplicity": 1
}


The calculated energies rank the structures as follows, beginning with the most stable: *2*, *1*, *3*.


*1*
{
  "formula": "C2H3NO3",
  "method": "ωB97M-V/def2-TZVPD",
  "symbols": ["C", "C", "N", "O", "O", "O", "H", "H", "H"],
  "positions_angstrom": [[1.729, 0.029, -0.082], [-1.274, -0.006, -0.018], [-0.134, 0.048, 0.791], [2.746, -0.099, -0.666], [1.111, 1.148, 0.287], [0.831, -0.908, 0.334], [-1.674, -1.042, -0.061], [-1.916, 0.620, 0.545], [-1.420, 0.211, -1.131]],
  "gap_ev": 10.2,
  "e_homo_ev": -11.114,
  "multiplicity": 1
}


*2*
{
  "formula": "C2H3NO3",
  "method": "ωB97M-V/def2-TZVPD",
  "symbols": ["H", "N", "C", "O", "C", "O", "O", "H", "H"],
  "positions_angstrom": [[-1.669, -0.975, 0.650], [-1.650, -0.166, 1.269], [-0.740, 0.649, 1.147], [0.447, 0.746, 0.168], [0.537, -0.253, -0.657], [-0.044, -1.281, -0.789], [1.583, 0.210, -1.593], [-0.640, 1.520, 1.785], [2.175, -0.451, -1.981]],
  "gap_ev": 11.7,
  "e_homo_ev": -11.063,
  "multiplicity": 1
}


The calculated energies rank the structures as follows, beginning with the most stable: *2*, *1*.


*1*
{
  "formula": "C9H11NO3",
  "method": "ωB97M-V/def2-TZVPD",
  "symbols": ["N", "C", "C", "C", "C", "C", "C", "O", "C", "C", "C", "O", "O", "H", "H", "H", "H", "H", "H", "H", "H", "H", "H", "H"],
  "positions_angstrom": [[-1.882, 1.646, 0.291], [-1.857, 0.217, -0.396], [-0.839, -0.751, 0.148], [0.655, -0.533, -0.041], [1.550, -1.583, 0.255], [2.877, -1.215, 0.256], [3.386, 0.079, -0.089], [4.797, 0.389, 0.141], [2.439, 1.094, -0.281], [1.159, 0.784, -0.432], [-3.371, -0.287, -0.116], [-4.126, -0.972, -0.859], [-3.892, 0.355, 0.933], [-2.173, 2.541, -0.136], [-0.999, 1.935, 0.642], [-2.011, 0.392, -1.415], [-0.987, -0.887, 1.211], [-1.067, -1.676, -0.366], [1.269, -2.667, 0.406], [3.619, -1.808, 0.652], [5.244, 1.064, -0.533], [2.720, 2.055, -0.635], [0.487, 1.536, -0.750], [-3.160, 0.994, 1.343]],
  "gap_ev": 9.3,
  "e_homo_ev": -8.832,
  "multiplicity": 1
}


*2*
{
  "formula": "C9H11NO3",
  "method": "ωB97M-V/def2-TZVPD",
  "symbols": ["N", "O", "O", "C", "C", "C", "C", "C", "C", "C", "C", "C", "O", "H", "H", "H", "H", "H", "H", "H", "H", "H", "H", "H"],
  "positions_angstrom": [[-1.363, -3.094, 0.964], [-0.910, -3.452, 2.030], [-1.197, -3.433, -0.182], [-0.015, 0.312, 3.168], [0.068, 0.802, 1.730], [-0.060, -0.425, 0.735], [0.128, 0.139, -0.669], [-0.945, 0.746, -1.341], [-0.753, 1.225, -2.648], [0.493, 1.109, -3.289], [1.547, 0.552, -2.583], [1.390, 0.070, -1.269], [-1.184, -1.129, 0.859], [0.053, 1.180, 3.849], [-0.995, -0.174, 3.372], [0.753, -0.437, 3.430], [-0.759, 1.474, 1.476], [0.998, 1.372, 1.537], [0.902, -0.972, 0.903], [-1.941, 0.801, -0.843], [-1.586, 1.685, -3.187], [0.641, 1.558, -4.268], [2.508, 0.461, -3.037], [2.230, -0.370, -0.738]],
  "gap_ev": [7.7, 6.9],
  "e_homo_ev": [-9.200, -9.238],
  "multiplicity": 1
}


The calculated energies rank the structures as follows, beginning with the most stable: *1*, *2*.